Record 1
An isolated molecule of H3NP2. Source: OMol25; level of theory: ωB97M-V/def2-TZVPD.

The geometry in XYZ format:
```
6
Properties=species:S:1:pos:R:3:forces:R:3:nbo_charge:R:1
P 0.594 0.812 1.070 -0.680 -1.774 0.045 0.554
P -0.936 -0.119 -1.328 -0.161 -2.445 4.494 0.672
N -0.424 -0.365 0.272 -1.598 1.243 -3.366 -1.067
H -1.904 -1.332 -1.211 1.153 1.518 -0.630 -0.056
H 1.524 -0.251 1.298 0.260 0.661 0.172 -0.025
H 1.146 1.255 -0.101 1.027 0.797 -0.716 -0.078
```
Forces are in eV/Å.

The gap between HOMO and LUMO comes out at 8.414 eV. The calculation puts the energy above the lowest of the compared OMol25 structures with the same formula, charge and spin at 9.0 kcal/mol. As for the SMILES: [H]/P=N/P.

Record 2
A structure of composition C33H34N11O4Tc. Source: OMol25; level of theory: ωB97M-V/def2-TZVPD.

The geometry in XYZ format:
```
83
Properties=species:S:1:pos:R:3:forces:R:3:lowdin_charge:R:1
Tc 2.093 0.012 -1.636 0.212 0.080 0.842 1.647
O -2.713 -0.267 2.662 -0.071 -0.029 -0.120 0.135
O -0.232 1.903 1.052 -0.028 -0.290 -0.112 0.127
O 0.521 0.476 -0.500 0.120 -0.678 -0.750 -0.231
O 2.548 4.092 -1.981 0.007 -0.043 0.005 0.110
N 1.305 1.168 -3.470 -0.010 0.086 0.006 -0.039
N 1.179 -1.953 -1.969 -0.154 0.238 -0.196 -0.039
N -4.868 4.666 -1.079 0.103 0.150 0.040 0.103
N 0.759 -4.127 -1.741 0.082 -0.103 0.047 0.154
N -2.414 0.354 4.744 -0.277 0.404 -0.015 0.121
N -5.177 3.457 -0.578 -0.174 -0.006 0.024 -0.132
N 4.103 -0.484 -2.532 -0.115 0.062 -0.099 -0.346
N -1.797 -0.851 4.567 0.296 -0.371 -0.170 0.120
N -4.069 3.040 -2.410 0.092 0.011 -0.046 0.061
N -0.316 -3.399 -1.374 0.002 0.002 -0.379 -0.082
N 2.444 1.926 -1.224 0.257 -0.137 -0.047 -0.138
C -1.983 -1.192 3.337 -0.102 0.239 0.314 -0.291
C -1.317 -3.858 0.778 -0.076 0.003 -0.033 -0.207
C -1.529 -2.424 2.701 -0.031 -0.011 -0.165 -0.129
C 2.155 2.375 -3.596 0.031 0.198 0.069 -0.137
C -4.388 2.052 2.110 0.029 0.018 0.164 0.036
C -1.749 -2.667 1.351 0.065 0.012 0.042 0.024
C -0.070 -2.109 -1.528 -0.002 -0.085 0.195 -0.107
C -2.953 0.676 3.614 0.215 -0.238 0.216 -0.272
C -3.771 1.853 3.343 -0.092 0.037 -0.266 -0.132
C -4.705 2.502 -1.390 0.176 0.029 -0.036 -0.177
C -3.961 2.767 4.379 0.062 -0.042 -0.004 -0.011
C 4.021 -0.835 -3.969 -0.040 0.031 -0.059 -0.070
C 5.033 0.664 -2.375 0.057 0.145 0.082 -0.059
C 4.172 -1.709 -0.384 -0.039 0.154 -0.173 -0.253
C 3.085 -1.905 2.158 0.022 0.004 0.002 -0.061
C -5.201 3.164 1.911 0.038 0.023 -0.063 -0.188
C 0.612 1.554 0.277 0.347 0.899 0.494 -0.578
C -4.201 4.372 -2.171 0.025 -0.155 0.010 -0.227
C 1.638 -3.233 -2.091 -0.011 -0.006 0.051 -0.170
C -0.873 -3.378 3.480 -0.106 0.008 0.016 -0.006
C 3.052 -0.939 -0.061 -0.206 0.135 -0.092 -0.210
C 4.187 -2.678 1.813 -0.012 0.006 -0.019 -0.057
C 4.734 -2.576 0.543 0.067 0.010 0.075 -0.033
C -0.465 -4.570 2.910 0.053 0.009 0.021 -0.048
C -0.687 -4.814 1.561 0.089 0.025 -0.063 -0.025
C 1.957 2.298 0.098 -0.372 -0.400 -0.024 -0.087
C -4.745 3.883 4.168 -0.005 0.042 0.087 -0.051
C -1.448 -4.055 -0.714 -0.054 0.058 0.361 -0.052
C 2.522 -1.046 1.229 -0.068 0.077 -0.040 -0.085
C -5.979 3.365 0.629 0.059 -0.138 0.097 -0.077
C 4.705 -1.631 -1.787 -0.068 -0.192 0.215 -0.156
C -5.361 4.081 2.941 -0.017 -0.001 -0.038 -0.024
C 2.427 2.909 -2.189 -0.020 0.028 -0.061 -0.522
H 2.623 -3.500 -2.430 -0.009 0.022 -0.020 0.110
H 4.617 -3.362 2.533 0.016 0.015 -0.001 0.113
H -1.385 -5.103 -0.991 -0.033 -0.005 -0.043 0.131
H -4.825 1.447 -1.209 -0.097 0.007 0.042 0.120
H -4.235 1.328 1.319 -0.019 0.002 -0.021 0.114
H 5.596 -3.176 0.276 0.000 0.015 -0.003 0.122
H 1.125 0.758 -4.381 0.000 -0.091 0.031 0.107
H -0.721 -3.174 4.531 0.032 -0.014 0.000 0.119
H 4.487 -2.557 -2.321 -0.033 0.057 -0.086 0.111
H 4.970 -1.250 -4.317 0.024 0.028 0.017 0.107
H -6.695 2.551 0.500 -0.004 0.011 -0.040 0.136
H 0.406 1.478 -3.101 -0.102 -0.113 -0.164 0.109
H -3.492 2.582 5.336 0.016 0.024 -0.006 0.117
H 5.199 0.851 -1.316 -0.037 -0.015 -0.005 0.106
H -6.528 4.301 0.684 -0.091 -0.027 -0.013 0.122
H -0.742 -1.308 -1.266 -0.015 -0.042 0.031 0.134
H -2.246 -1.912 0.751 -0.046 -0.023 0.011 0.124
H 1.811 3.370 0.189 0.048 0.049 0.001 0.131
H 3.233 -1.571 -4.134 0.014 -0.013 0.035 0.081
H -2.381 -3.636 -1.086 0.062 0.054 -0.117 0.136
H 2.618 1.943 0.892 0.076 0.090 -0.032 0.128
H -5.979 4.956 2.786 -0.005 -0.015 -0.008 0.118
H 3.805 0.055 -4.558 -0.028 -0.002 0.035 0.079
H -0.346 -5.739 1.112 -0.027 -0.006 0.010 0.119
H 5.985 0.438 -2.860 -0.011 -0.074 0.009 0.107
H 0.037 -5.313 3.516 -0.030 -0.003 0.010 0.113
H 2.658 -1.978 3.150 0.000 0.002 -0.002 0.112
H 4.622 1.564 -2.820 -0.008 -0.030 -0.004 0.067
H 3.084 2.129 -4.110 -0.021 -0.060 0.004 0.100
H 5.792 -1.519 -1.788 0.017 -0.041 -0.087 0.136
H 1.675 3.175 -4.158 -0.036 -0.030 0.002 0.134
H 1.647 -0.471 1.507 -0.014 -0.053 0.039 0.094
H -3.803 5.139 -2.814 -0.007 -0.017 -0.022 0.100
H -4.889 4.599 4.966 0.010 -0.005 -0.010 0.113
```
Forces are in eV/Å.

The multiplicity is 4. The gap between HOMO and LUMO (spin up / spin down) comes out at 8.089 / 6.072 eV. The net charge is +1. The calculation puts the energy above the lowest of the compared OMol25 structures with the same formula, charge and spin at 0.0 kcal/mol.

Record 3
A structure of composition C31H58BrCoN4OP3. Source: OMol25; level of theory: ωB97M-V/def2-TZVPD.

The geometry in XYZ format:
```
99
Properties=species:S:1:pos:R:3:forces:R:3:lowdin_charge:R:1
Br 2.994 3.792 -1.088 0.847 0.564 0.421 0.914
Co -1.048 0.766 -2.191 1.550 -0.149 2.098 0.387
P 4.430 -1.034 -1.133 -2.169 1.538 0.381 1.214
P -1.262 -1.330 -1.976 -0.838 -0.947 -0.033 0.898
P -0.608 1.002 2.879 -0.177 1.633 0.886 0.538
O -1.097 0.512 1.567 0.433 -0.142 -0.083 -0.312
N -0.767 -0.133 4.062 -0.235 -0.157 -0.123 -0.297
N -5.741 3.966 -5.253 0.028 0.321 -0.166 0.067
N 0.978 1.554 3.067 -0.333 -0.439 -0.733 -0.287
N -1.397 2.460 3.182 0.177 -0.522 -0.212 -0.326
C -0.969 2.849 -1.813 0.872 1.373 -0.205 -0.070
C 1.457 3.148 -1.856 -1.805 -1.384 -0.222 -0.697
C 4.636 0.753 -0.836 0.985 0.058 0.636 -0.400
C 4.452 -1.934 -3.667 -0.011 -0.166 -0.324 -0.138
C -1.107 3.278 4.348 -0.110 0.159 0.229 -0.115
C 0.244 3.169 -1.148 0.023 0.643 -0.810 -0.070
C -0.090 -2.306 -2.968 0.186 -0.532 0.503 -0.389
C 3.446 -1.610 0.306 0.419 -0.828 -0.324 -0.361
C -0.290 -0.020 5.436 0.143 0.021 0.316 -0.097
C -1.293 -3.171 0.168 0.249 -0.660 0.565 -0.127
C -4.571 1.911 -4.910 0.060 0.897 0.224 -0.016
C 2.037 0.542 3.135 -0.084 0.160 0.076 -0.097
C 4.457 -1.881 1.430 0.186 0.060 0.315 -0.143
C -2.985 -1.819 -2.364 0.232 -0.375 -0.400 -0.354
C -3.301 1.644 -2.820 -0.283 0.027 -0.262 -0.040
C -2.066 1.538 -3.551 -0.117 0.955 -1.119 -0.193
C -5.144 3.332 -3.018 0.454 -0.277 -0.247 0.003
C -2.782 2.562 2.740 -0.125 -0.113 -0.087 -0.108
C 6.009 1.295 -1.267 0.034 -0.028 0.043 -0.120
C -0.981 -1.741 -0.235 -0.083 0.096 -0.106 -0.405
C -0.374 -2.510 -4.447 0.128 -0.022 -0.346 -0.123
C -0.919 2.409 -3.174 -0.825 -1.145 0.625 -0.279
C 0.334 2.065 -3.737 0.692 0.817 -0.071 -0.037
C -1.643 -1.280 3.830 -0.142 -0.401 -0.260 -0.094
C 1.323 2.640 2.132 0.187 -0.016 0.383 -0.127
C 3.570 -1.092 -2.735 0.374 -0.331 -0.269 -0.352
C 1.505 2.508 -3.115 -0.205 0.075 -0.379 -0.096
C -5.729 4.200 -3.941 -0.123 -0.357 -0.231 -0.123
C -3.963 -1.658 -1.198 -0.354 0.103 0.105 -0.126
C -4.402 2.235 -3.531 -1.205 -0.046 -1.095 -0.210
C -5.210 2.839 -5.731 -0.034 -0.443 0.496 -0.118
H 0.493 3.352 2.068 0.280 -0.177 0.048 0.075
H -3.812 -0.715 -0.653 -0.002 -0.169 -0.145 0.066
H 4.485 0.910 0.245 0.077 -0.026 -0.329 0.088
H 0.572 -0.688 5.613 -0.270 0.205 0.003 0.084
H -1.065 -2.193 3.601 -0.182 0.249 0.143 0.086
H 0.213 3.553 -0.136 -0.028 0.012 -0.159 0.094
H -2.316 -1.085 2.985 0.207 -0.078 0.248 0.074
H 4.054 -1.944 -4.682 0.051 -0.030 0.082 0.087
H -5.188 3.578 -1.957 0.296 -0.110 -0.224 0.115
H -0.034 3.311 4.549 -0.192 -0.053 -0.014 0.075
H 2.209 3.144 2.531 -0.102 0.075 -0.169 0.094
H 4.520 -2.967 -3.308 -0.007 0.164 -0.144 0.083
H -1.139 -3.914 -0.629 0.046 0.206 0.205 0.071
H -1.353 -2.962 -4.636 0.214 0.022 0.048 0.076
H 1.937 -0.217 2.342 0.020 0.046 0.143 0.061
H 3.829 1.271 -1.366 0.004 -0.350 0.034 0.016
H 2.554 -1.493 -2.630 0.489 -0.036 0.166 0.056
H 2.464 2.394 -3.624 -0.232 0.018 0.162 0.111
H -3.470 2.084 3.454 -0.016 0.172 -0.145 0.092
H 4.043 -2.532 2.203 -0.042 0.128 -0.123 0.090
H 6.057 2.373 -1.090 0.019 -0.210 -0.010 0.076
H -0.320 -1.567 -5.008 -0.109 -0.122 0.168 0.071
H -2.253 -1.474 4.725 0.186 0.098 -0.295 0.090
H -1.454 4.301 4.144 0.114 -0.221 0.113 0.091
H -4.143 1.008 -5.346 0.011 0.292 0.173 0.112
H 0.001 1.007 5.694 -0.052 -0.310 -0.184 0.080
H -4.989 -1.639 -1.594 0.308 -0.062 0.200 0.090
H 6.800 0.800 -0.686 -0.136 0.257 -0.238 0.086
H 1.555 2.264 1.124 -0.023 -0.032 0.134 0.044
H -3.051 3.621 2.641 0.015 -0.212 0.054 0.087
H -1.578 -1.020 0.353 0.494 -0.350 -0.260 0.041
H -0.642 -3.448 1.018 -0.343 -0.060 -0.363 0.079
H 0.406 -3.166 -4.864 -0.387 0.142 0.045 0.085
H 6.190 1.122 -2.335 0.017 0.032 0.192 0.080
H -6.179 5.149 -3.630 0.060 -0.460 0.031 0.119
H -2.986 -2.846 -2.759 -0.151 0.189 0.139 0.095
H 3.486 -0.053 -3.090 0.112 -0.309 0.142 0.083
H -2.017 1.155 -4.585 -0.539 0.470 0.416 0.133
H -2.885 2.075 1.765 -0.051 0.099 0.221 0.061
H 0.070 -1.470 -0.055 -0.216 -0.064 0.152 0.066
H 2.049 0.043 4.109 -0.010 0.069 -0.265 0.075
H -1.097 -0.334 6.120 0.340 0.230 -0.216 0.093
H -3.262 -1.150 -3.193 -0.089 -0.314 0.167 0.069
H 0.341 1.563 -4.709 0.207 0.231 0.341 0.134
H 4.780 -0.952 1.914 -0.061 -0.158 -0.101 0.076
H -1.635 2.917 5.244 0.117 0.123 -0.088 0.090
H 0.034 -3.268 -2.441 0.062 0.175 -0.331 0.089
H 2.991 1.062 2.997 -0.057 -0.172 0.122 0.086
H -2.327 -3.281 0.514 0.309 0.043 -0.102 0.066
H 0.848 -1.746 -2.869 -0.221 -0.229 0.063 0.029
H 5.352 -2.374 1.031 -0.186 -0.002 0.210 0.074
H 5.468 -1.522 -3.702 -0.182 -0.117 -0.101 0.077
H 2.709 -0.836 0.560 0.220 0.039 -0.220 0.064
H 2.892 -2.520 0.040 0.197 0.158 -0.035 0.095
H -5.260 2.681 -6.814 -0.136 0.058 0.408 0.119
H -3.352 1.479 -1.733 0.149 0.531 -0.322 0.122
H -1.915 3.207 -1.392 0.421 -0.437 0.021 0.138
H -3.895 -2.473 -0.461 -0.020 0.317 -0.409 0.066
```
Forces are in eV/Å.

The multiplicity is 4. The gap between HOMO and LUMO (spin up / spin down) comes out at 6.570 / 3.924 eV. The net charge is +2. The calculation puts the energy above the lowest of the compared OMol25 structures with the same formula, charge and spin at 70.6 kcal/mol.

In order of appearance, largest force on an atom = 5.1; 1.1; 2.7 eV/Å.
In order of appearance, E_tot = -739.1749; -2261.8341; -6490.4694 a.u..